Entry 1:
42
Properties=species:S:1:pos:R:3 method="wB97M-V/def2-TZVPD" charge=+1 energy_ha=-1809.0485 homo_energy_ev=-11.731
C 2.90 0.94 -2.61
C 2.00 0.11 -1.52
B 0.92 -0.96 -2.23
O 0.99 -1.37 -3.65
C -0.29 -1.49 -1.19
C -1.46 -0.38 -0.89
C -1.65 1.15 -1.43
C -3.06 1.45 -2.21
N -2.31 -1.21 0.09
P -3.81 -0.65 0.94
N -5.07 -1.65 0.76
C -1.72 -2.61 0.32
I -2.38 -4.25 1.61
N -0.45 -2.81 -0.48
S 0.66 -4.15 -0.61
H 2.46 2.05 -2.64
H 4.00 1.07 -2.16
H 2.90 0.43 -3.68
H 2.62 -0.51 -0.73
H 1.31 0.90 -0.96
H 1.86 -1.83 -3.87
H -0.78 1.52 -2.14
H -1.64 1.85 -0.47
H -3.78 0.53 -2.26
H -3.63 2.30 -1.61
H -2.87 1.82 -3.32
H -3.43 -0.50 2.36
H -4.13 0.70 0.49
H -5.30 -1.97 1.72
H 1.11 -4.22 -1.96
C 3.13 0.34 2.70
C 3.24 1.58 3.35
C 2.11 2.38 3.50
C 0.87 1.95 3.02
C 0.77 0.71 2.38
C 1.90 -0.09 2.22
H 4.01 -0.28 2.58
H 4.20 1.91 3.73
H 2.19 3.34 3.99
H -0.01 2.57 3.14
H -0.19 0.37 2.00
H 1.82 -1.05 1.71



Entry 2:
85
Properties=species:S:1:pos:R:3 method="wB97M-V/def2-TZVPD" de_lowest_ev=1.829 charge=-1 energy_ha=-3552.1532 homo_energy_ev=-3.776
C -0.76 -0.90 -6.15
C 0.38 -0.87 -4.97
N -0.23 -0.73 -3.56
Ga 0.86 0.72 -2.77
H -1.86 -0.90 -5.72
H -0.60 0.01 -6.91
H -0.58 -1.90 -6.76
H 1.09 -1.80 -5.02
H 1.08 0.07 -5.18
H 0.08 -1.58 -2.99
H 2.40 0.21 -2.95
H 0.45 0.89 -1.22
H 0.64 2.07 -3.63
C -3.10 -5.79 -3.75
C -2.03 -4.77 -4.02
O -0.95 -5.07 -4.52
N -2.29 -3.47 -3.69
C -3.48 -2.91 -3.10
H -2.75 -6.77 -4.06
H -3.32 -5.82 -2.68
H -4.00 -5.54 -4.32
H -1.52 -2.84 -3.91
H -3.88 -2.16 -3.79
H -3.21 -2.44 -2.16
H -4.24 -3.67 -2.92
C 1.29 3.68 2.14
C 1.74 2.50 1.33
O 0.94 1.74 0.78
N 3.08 2.28 1.20
C 4.17 3.05 1.76
H 0.20 3.72 2.15
H 1.64 3.58 3.18
H 1.67 4.61 1.70
H 3.31 1.47 0.64
H 4.79 3.41 0.94
H 4.76 2.39 2.40
H 3.81 3.90 2.35
C -3.17 2.61 1.08
C -2.72 3.01 2.46
O -1.54 2.99 2.79
N -3.67 3.42 3.35
C -5.10 3.52 3.15
H -2.30 2.31 0.49
H -3.85 1.76 1.14
H -3.66 3.45 0.58
H -3.29 3.67 4.25
H -5.39 4.55 3.32
H -5.59 2.87 3.88
H -5.40 3.22 2.14
C -5.11 -8.28 0.50
C -4.54 -7.91 -0.84
O -3.93 -6.86 -1.03
N -4.74 -8.78 -1.88
C -5.43 -10.05 -1.85
H -4.87 -7.48 1.22
H -6.19 -8.38 0.44
H -4.65 -9.21 0.86
H -4.33 -8.47 -2.75
H -4.72 -10.83 -2.16
H -6.25 -10.00 -2.57
H -5.82 -10.29 -0.87
C 0.52 3.15 6.31
C 1.87 3.80 6.41
O 2.82 3.44 5.72
N 2.02 4.82 7.30
C 1.03 5.39 8.19
H 0.55 2.35 5.57
H 0.24 2.71 7.28
H -0.23 3.88 6.00
H 2.95 5.21 7.31
H 0.93 6.45 7.95
H 1.40 5.29 9.21
H 0.06 4.90 8.10
C 7.17 1.97 -1.04
C 7.38 3.45 -0.92
O 7.08 4.07 0.10
N 7.92 4.11 -1.99
C 8.33 3.56 -3.26
H 6.74 1.58 -0.11
H 6.48 1.75 -1.86
H 8.13 1.47 -1.20
H 8.03 5.10 -1.83
H 9.39 3.78 -3.39
H 7.75 4.06 -4.04
H 8.17 2.48 -3.32



Entry 3:
18
Properties=species:S:1:pos:R:3 method="wB97M-V/def2-TZVPD" de_lowest_ev=1.272 charge=-1 energy_ha=-719.7140 homo_energy_ev=-4.021
C 0.87 -2.12 0.58
C -0.16 -1.56 1.29
C 1.21 -1.90 -0.80
C 0.36 -0.95 -1.59
C 0.09 0.33 -0.78
C -0.82 0.03 0.39
C -0.91 1.15 1.33
O -0.68 -1.83 2.35
O 2.14 -2.47 -1.37
I -2.75 -0.58 -0.32
H 1.38 -3.03 1.05
H 0.67 -0.77 -2.72
H -0.55 -1.68 -1.55
H 1.02 0.76 -0.46
H -0.19 1.15 -1.38
H -1.67 1.89 1.02
H 0.01 1.50 1.45
H -1.26 0.70 2.32



Entry 4:
54
Properties=species:S:1:pos:R:3 method="wB97M-V/def2-TZVPD" energy_ha=-3609.6841 homo_energy_ev=-4.775
La 2.05 -0.21 -1.10
O 0.26 1.31 -0.82
S 0.23 2.47 0.17
C 0.40 1.78 1.88
C 0.33 0.27 2.18
C -1.07 -0.41 2.24
C -1.62 -0.93 0.94
S -0.56 -2.28 0.27
O 0.19 -1.53 -0.83
C -1.88 -3.05 -0.71
C -2.81 -3.76 0.09
C -3.90 -4.39 -0.48
C -4.04 -4.42 -1.88
C -3.13 -3.69 -2.66
C -2.05 -3.00 -2.07
C -1.52 2.89 0.23
C -1.78 3.92 1.14
C -3.07 4.42 1.32
C -4.12 3.90 0.54
C -3.85 2.90 -0.40
C -2.56 2.37 -0.58
H -0.24 2.39 2.51
H 1.42 2.11 2.17
H 0.80 0.10 3.18
H 1.04 -0.30 1.54
H -1.80 0.30 2.68
H -1.02 -1.22 3.00
H -1.63 -0.13 0.20
H -2.66 -1.29 1.05
H -2.62 -3.80 1.15
H -4.63 -4.90 0.16
H -4.86 -4.97 -2.34
H -3.29 -3.64 -3.71
H -1.33 -2.47 -2.69
H -0.97 4.35 1.72
H -3.26 5.21 2.02
H -5.15 4.26 0.68
H -4.65 2.50 -1.01
H -2.35 1.62 -1.34
O 8.17 -4.69 -0.81
C 7.20 -3.98 -0.80
S 5.50 -4.55 -0.78
C 4.69 -3.01 -0.55
C 5.61 -1.84 -0.63
S 5.22 -0.25 -0.64
S 7.30 -2.21 -0.80
S 3.06 -3.06 -0.32
C 3.79 4.28 -0.65
O 3.44 3.31 -1.73
C 3.03 2.09 -1.36
O 3.14 1.74 -0.14
H 3.84 5.25 -1.15
H 4.72 3.96 -0.16
H 2.99 4.29 0.09



Entry 5:
93
Properties=species:S:1:pos:R:3 method="wB97M-V/def2-TZVPD" de_lowest_ev=2.488 charge=+2 spin_multiplicity=2 energy_ha=-6315.2194 homo_energy_ev="-12.698 / -13.632"
Sn -1.58 0.05 1.49
N 1.07 1.65 -3.00
C 0.04 0.77 -3.34
C 0.15 -0.12 -4.41
C -0.92 -0.94 -4.70
C -2.06 -0.88 -3.90
C -2.11 0.04 -2.89
N -1.08 0.87 -2.62
C 1.70 1.64 -1.74
C 2.90 2.34 -1.58
C 3.52 2.30 -0.35
C 2.93 1.57 0.68
C 1.74 0.92 0.42
N 1.11 0.97 -0.76
H 1.70 1.86 -3.76
H 1.07 -0.16 -4.98
H -0.86 -1.62 -5.54
H -2.91 -1.52 -4.10
H -2.99 0.17 -2.27
H 3.32 2.89 -2.41
H 4.45 2.83 -0.20
H 3.40 1.49 1.65
H 1.26 0.32 1.19
Cl 5.14 0.04 5.30
C 3.70 -0.55 4.56
C 3.80 -1.43 3.49
C 2.64 -1.89 2.89
C 1.39 -1.47 3.36
C 1.31 -0.61 4.46
C 2.47 -0.14 5.06
C 0.15 -1.90 2.68
O 0.23 -2.52 1.58
O -0.98 -1.55 3.16
H 4.77 -1.75 3.14
H 2.69 -2.56 2.05
H 0.34 -0.33 4.84
H 2.42 0.52 5.91
C -2.97 0.74 2.98
H -3.23 -0.11 3.61
H -3.86 1.18 2.54
H -2.49 1.49 3.62
Cl -3.08 3.04 -3.49
Ge -1.50 2.87 -1.98
Cl -2.91 2.00 -0.20
Cl 1.50 4.64 0.18
C 0.30 -2.78 -1.33
C -1.16 -3.17 -1.14
C -1.47 -4.57 -1.68
Sb -1.93 -2.92 0.84
C -1.67 -4.62 2.15
C -2.93 -5.39 2.52
C -0.58 -5.54 1.60
C -4.03 -2.60 0.18
C -4.69 -1.32 0.64
C -4.91 -3.81 0.44
H 0.55 -2.87 -2.40
H 0.97 -3.44 -0.78
H 0.50 -1.76 -1.02
H -1.78 -2.45 -1.68
H -0.81 -5.32 -1.25
H -1.30 -4.58 -2.76
H -2.50 -4.88 -1.51
H -1.31 -4.11 3.04
H -3.34 -5.94 1.67
H -3.70 -4.77 2.95
H -2.66 -6.14 3.27
H -0.97 -6.17 0.80
H -0.26 -6.21 2.40
H 0.30 -5.01 1.24
H -3.80 -2.54 -0.89
H -4.91 -1.34 1.71
H -5.63 -1.18 0.11
H -4.09 -0.43 0.43
H -5.17 -3.90 1.49
H -4.47 -4.75 0.11
H -5.85 -3.69 -0.11
C 1.41 2.78 2.82
Te 0.19 2.94 1.09
C -1.05 4.20 2.24
C -0.32 4.45 3.54
C -0.83 5.36 4.46
C -0.17 5.58 5.65
C 1.01 4.90 5.93
C 1.52 3.99 5.02
C 0.85 3.77 3.82
H 2.42 3.02 2.48
H 1.39 1.75 3.16
H -2.00 3.67 2.36
H -1.23 5.09 1.64
H -1.75 5.90 4.24
H -0.57 6.29 6.37
H 1.53 5.07 6.86
H 2.44 3.47 5.23



Entry 6:
55
Properties=species:S:1:pos:R:3 method="wB97M-V/def2-TZVPD" de_lowest_ev=4.313 energy_ha=-1244.4768 smiles="CC/C(=N/NC(=O)c1ccccc1)c1ccc(OCCN2CCOCC2)cc1" homo_energy_ev=-8.528
C -4.65 -2.81 0.72
H -5.00 -3.77 1.08
H -5.10 -2.01 1.30
H -4.97 -2.69 -0.31
C -3.13 -2.74 0.81
C -2.57 -1.41 0.39
N -3.40 -0.45 0.21
N -2.98 0.79 -0.11
C -3.82 1.86 -0.22
O -3.35 2.98 -0.35
C -5.28 1.60 -0.17
C -6.09 2.53 0.47
C -7.46 2.34 0.54
C -8.03 1.23 -0.06
C -7.23 0.31 -0.72
C -5.86 0.49 -0.78
H -5.25 -0.22 -1.31
H -7.68 -0.55 -1.20
H -9.10 1.08 -0.01
H -8.08 3.07 1.04
H -5.63 3.40 0.92
H -1.99 1.01 -0.14
C -1.11 -1.32 0.21
C -0.23 -1.75 1.21
C 1.13 -1.66 1.03
C 1.67 -1.17 -0.16
C 0.80 -0.75 -1.17
C -0.57 -0.83 -0.98
H -1.22 -0.53 -1.78
H 1.18 -0.37 -2.10
O 3.02 -1.13 -0.22
C 3.64 -0.63 -1.39
C 5.16 -0.67 -1.21
N 5.65 0.53 -0.56
C 7.08 0.70 -0.71
H 7.64 -0.11 -0.21
C 7.49 2.04 -0.10
O 7.15 2.12 1.26
C 5.76 1.93 1.42
C 5.31 0.59 0.85
H 5.80 -0.23 1.41
H 4.23 0.49 0.97
H 5.21 2.74 0.92
H 5.57 1.98 2.50
H 7.00 2.85 -0.66
H 8.58 2.17 -0.15
H 7.33 0.69 -1.77
H 5.62 -0.72 -2.20
H 5.42 -1.58 -0.65
H 3.36 -1.25 -2.25
H 3.33 0.41 -1.58
H 1.81 -1.98 1.81
H -0.63 -2.12 2.14
H -2.82 -2.93 1.84
H -2.68 -3.52 0.19



Entry 7:
60
Properties=species:S:1:pos:R:3 method="wB97M-V/def2-TZVPD" de_lowest_ev=2.483 energy_ha=-1831.5076 smiles="Cc1c(C(=O)NCCN(C)C)oc2ccc(S(=O)(=O)N3CCC4(CC3)OCCO4)cc12" homo_energy_ev=-8.498
C 1.38 0.58 3.16
C 1.47 0.52 1.68
C 2.52 0.08 0.92
C 3.85 -0.42 1.33
O 4.19 -0.50 2.50
N 4.63 -0.79 0.29
H 4.28 -0.64 -0.64
C 5.99 -1.22 0.47
H 6.18 -2.10 -0.15
C 7.03 -0.11 0.17
N 7.37 0.12 -1.22
C 6.29 0.60 -2.05
H 6.71 1.03 -2.95
H 5.58 -0.20 -2.35
H 5.74 1.37 -1.52
C 8.10 -0.95 -1.84
H 7.48 -1.84 -2.06
H 8.92 -1.26 -1.20
H 8.51 -0.59 -2.79
H 7.95 -0.37 0.69
H 6.65 0.83 0.59
H 6.08 -1.51 1.52
O 2.24 0.17 -0.43
C 0.99 0.66 -0.54
C 0.29 0.93 -1.70
C -0.98 1.44 -1.56
C -1.53 1.67 -0.30
C -0.83 1.42 0.86
C 0.45 0.90 0.75
H -1.28 1.65 1.82
S -3.21 2.29 -0.19
O -3.34 3.00 1.05
O -3.52 2.96 -1.42
N -4.22 0.98 -0.09
C -4.43 0.19 -1.27
C -3.49 -1.01 -1.35
H -2.45 -0.69 -1.45
H -3.75 -1.63 -2.21
C -3.60 -1.85 -0.06
C -3.34 -0.96 1.16
C -4.28 0.24 1.15
H -4.04 0.94 1.94
H -5.31 -0.11 1.28
H -2.29 -0.65 1.12
H -3.50 -1.55 2.06
O -2.67 -2.92 -0.06
C -3.31 -4.03 -0.63
H -3.15 -4.06 -1.72
C -4.80 -3.81 -0.29
H -5.11 -4.40 0.58
O -4.89 -2.44 0.03
H -5.46 -4.04 -1.14
H -2.89 -4.93 -0.18
H -4.30 0.85 -2.13
H -5.47 -0.18 -1.26
H -1.58 1.69 -2.42
H 0.73 0.76 -2.67
H 1.15 1.60 3.47
H 0.57 -0.07 3.51
H 2.32 0.27 3.60



Entry 8:
17
Properties=species:S:1:pos:R:3 method="wB97M-V/def2-TZVPD" de_lowest_ev=1.651 energy_ha=-343.1408 smiles="C=CCN.NC=O" homo_energy_ev=-9.621
N -1.39 -0.41 -0.07
C -0.24 0.15 0.68
C 0.74 -0.44 2.96
C -0.31 -0.12 2.18
H -2.22 0.13 0.17
H -1.53 -1.33 0.34
H -0.19 1.24 0.57
H 0.69 -0.29 0.28
H 0.64 -0.67 4.00
H 1.74 -0.45 2.52
H -1.32 -0.20 2.59
C 0.98 0.90 -2.73
N 0.22 -0.22 -2.64
O 1.24 1.67 -1.83
H 1.40 1.03 -3.74
H -0.29 -0.45 -1.78
H -0.16 -0.55 -3.51